Here is 18 unconnected molecules or ions with the total composition C34H103N3O25P2 in a non-equilibrium geometry from the Open Molecules 2025 dataset. Energies are from ωB97M-V/def2-TZVPD.

Values from the calculation:
Multiplicity   1
E   -111158.23398 eV
Largest force on an atom   4.315 eV/Å
Highest occupied orbital energy   -8.561 eV

XYZ file:
```
167
C34H103N3O25P2, DFT ωB97M-V/def2-TZVPD
P -4.621 -1.039 -1.379
P -1.527 -2.127 -0.236
O -4.204 -2.244 -2.072
O 11.726 -0.660 4.650
O 2.127 6.442 4.042
O 7.495 -0.626 4.925
O 8.978 -0.242 -0.865
O -10.118 -3.586 -9.491
O -4.132 -1.919 -5.206
O 5.738 0.291 -2.204
O -4.222 0.317 -2.152
O 10.102 3.091 3.651
O -6.180 -3.735 -8.559
O -6.264 -1.037 -1.408
O -4.305 1.142 5.627
O -0.019 -2.122 0.373
O -11.296 -4.629 -12.534
O -2.930 -5.837 3.594
O -1.313 4.094 -0.564
O 4.433 1.159 1.099
O -1.343 -1.510 -1.726
O 6.857 4.168 2.482
O 4.469 0.823 3.250
O 0.116 0.710 1.525
O -9.147 -2.119 -3.170
O 2.521 -1.823 4.906
O -0.257 1.955 -3.358
N -1.953 0.375 0.429
N -2.006 -3.612 -0.238
N -2.270 -2.285 2.999
C 3.262 1.135 0.259
C 5.863 1.036 -3.409
C -4.147 -5.968 2.870
C 10.593 4.149 2.836
C -9.116 -1.370 -4.381
C -6.639 -5.083 -8.597
C -2.613 -1.037 2.340
C -4.156 -0.993 0.397
C 4.160 -1.163 2.044
C -0.626 2.883 3.849
C 12.194 0.412 3.836
C -1.979 0.310 2.792
C -0.827 -2.481 3.286
C -1.465 1.858 -4.101
C 1.010 3.676 2.016
C -0.328 1.484 4.431
C 4.353 0.340 2.173
C 2.604 -1.781 6.326
C 2.530 2.489 0.294
C -5.221 1.829 4.781
C -1.508 0.506 4.244
C 5.989 4.892 1.612
C -5.360 -2.039 -5.914
C -1.024 0.532 1.588
C 0.677 3.697 3.534
C -2.609 -0.940 0.721
C 7.988 0.432 4.115
C -0.440 5.071 -1.124
C -0.403 -3.946 3.026
C -10.585 -4.935 -9.530
C 9.448 0.851 -0.077
C 2.389 3.039 1.739
C 3.392 6.503 4.694
C -10.640 -4.808 -13.784
H -9.559 -4.693 -13.665
H 9.141 3.171 3.671
H -1.531 0.880 -4.584
H -0.106 1.630 5.498
H -2.684 1.083 0.447
H 0.226 3.167 1.445
H -10.854 -5.812 -14.143
H 7.702 1.396 4.548
H 9.930 0.483 0.832
H -7.714 -5.082 -8.428
H -10.373 -5.370 -10.506
H -5.393 -1.273 -6.686
H -2.913 -6.535 4.256
H 4.281 -1.575 3.049
H 0.381 4.573 -1.646
H -1.261 -0.413 4.784
H -6.201 -1.895 -5.229
H -5.229 -3.752 -8.710
H 10.193 4.063 1.823
H -4.556 -0.063 0.825
H 4.927 -1.628 1.413
H 5.192 5.364 2.192
H -4.182 -5.185 2.115
H -8.245 -2.169 -2.840
H 1.066 4.703 1.625
H 3.369 7.244 5.497
H -6.427 -5.520 -9.576
H -2.764 1.065 2.639
H 1.882 -1.063 6.726
H 6.248 2.037 -3.198
H 7.584 0.346 3.103
H 2.559 0.335 0.520
H 3.605 5.524 5.117
H 4.176 6.763 3.977
H 2.727 -0.939 4.580
H -6.032 2.262 5.371
H 10.310 5.116 3.259
H 13.280 0.356 3.791
H 6.322 3.495 2.919
H -2.574 -3.070 2.428
H -0.806 -4.512 3.875
H 2.606 2.246 2.461
H 11.678 4.078 2.801
H 2.373 -2.771 6.712
H 0.552 4.731 3.851
H 8.594 1.468 0.196
H -4.684 2.627 4.273
H -0.153 -1.752 2.820
H -1.869 -0.705 -1.841
H -1.652 3.568 -1.297
H 3.613 -1.500 6.639
H -1.480 2.634 -4.863
H -2.879 -3.662 0.282
H 9.743 -0.778 -1.098
H 6.535 0.524 -4.103
H -4.985 0.920 -2.171
H 3.158 -1.433 1.692
H -5.430 -3.020 -6.382
H 0.605 1.106 3.986
H -8.484 -1.869 -5.119
H 1.529 2.401 -0.148
H 10.157 1.453 -0.650
H -8.737 -0.362 -4.194
H 6.534 -0.546 4.945
H -4.192 -6.942 2.376
H 6.567 5.659 1.102
H -6.153 -5.669 -7.814
H 3.139 3.831 1.871
H 0.559 -2.627 -0.220
H 3.589 0.986 -0.778
H -5.636 1.143 4.036
H -0.279 1.257 -2.692
H 6.617 0.225 -1.814
H -1.200 2.840 2.912
H 1.951 7.313 3.672
H 0.686 -4.049 3.075
H -6.494 -1.980 -1.384
H -0.708 -2.347 4.372
H -11.659 -4.934 -9.364
H -10.130 -1.304 -4.767
H -5.003 -5.857 3.541
H -4.552 -1.884 0.892
H -0.856 -4.355 2.117
H 4.878 1.121 -3.864
H -10.098 -5.522 -8.745
H -3.674 -0.902 2.615
H -11.007 -4.081 -14.513
H -0.035 5.684 -0.322
H -0.987 5.712 -1.820
H 3.118 3.160 -0.350
H -2.312 1.996 -3.422
H 10.766 -0.604 4.685
H 11.786 0.321 2.825
H 9.072 0.366 4.074
H 1.483 3.198 4.090
H 11.899 1.370 4.267
H -9.166 -3.603 -9.641
H -1.209 3.467 4.576
H -2.357 0.953 4.783
H 5.558 4.211 0.873
H -4.792 0.439 6.071
H -11.097 -3.737 -12.229
H -4.124 -2.603 -4.526
```